i.
Here is a 2-piece molecular cluster, C6H15NO overall from the Open Molecules 2025 dataset. Energies are from ωB97M-V/def2-TZVPD.

Output
lowest unoccupied orbital energy = 0.032 Ha
gap between HOMO and LUMO = 9.27 eV
SMILES = CC(C)O.C=CNC
molecular weight = 117.2 g mol⁻¹

Element x y z (Å)
C  0.6631  -1.4320  1.7332
C  0.6402  -1.6680  0.2059
C  0.4589  -3.1395  -0.1505
O  1.8765  -1.1961  -0.3188
H  0.8544  -0.3696  1.9174
H  1.4617  -2.0900  2.1607
H  -0.2737  -1.7251  2.2760
H  -0.2248  -1.1522  -0.2309
H  -0.4572  -3.4333  0.4074
H  1.3375  -3.7118  0.1823
H  0.3141  -3.3524  -1.2455
H  1.8848  -0.2194  -0.2325
C  0.5550  1.3925  -1.4124
C  -0.7126  1.5151  -0.9317
N  -1.1382  2.6242  -0.2041
C  -2.3265  2.3362  0.5853
H  1.3379  2.1635  -1.3393
H  0.8300  0.4716  -1.8663
H  -1.4684  0.7266  -0.9573
H  -0.3597  2.9906  0.3610
H  -2.5483  3.2369  1.2094
H  -3.1871  2.1689  -0.0984
H  -2.2151  1.4699  1.2570

Results of the Löwdin charge analysis, in e, for atoms 1 through 8: number 1, C, carries -0.06; number 2, C, carries -0.52; number 3, C, carries -0.07; number 4, O, carries -0.08; number 5, H, carries 0.07; number 6, H, carries 0.09; number 7, H, carries 0.08; number 8, H, carries 0.10

---

ii.
Here is one molecule with the formula C6H15NO from the Open Molecules 2025 dataset. Energies are from ωB97M-V/def2-TZVPD.

Output
lowest unoccupied orbital energy = 0.033 Ha
gap between HOMO and LUMO = 10.18 eV
SMILES = CCCC[C@H](N)CO
molecular weight = 117.2 g mol⁻¹

Element x y z (Å)
C  0.4147  -0.8460  1.5287
O  0.5468  -1.8931  2.5081
C  0.0693  -1.5794  0.2157
C  -0.5314  -0.5397  -0.6758
C  0.4100  0.4527  -1.3623
C  -0.1876  1.8576  -1.0732
C  0.8726  2.7676  -0.3354
N  -1.0495  -2.5305  0.3231
H  1.5353  -0.4710  1.5246
H  -0.3755  -0.0883  1.9026
H  -0.3376  -2.4020  2.6249
H  1.0441  -2.1910  -0.2180
H  -1.4584  -0.0869  -0.4905
H  -0.9048  -1.1140  -1.5076
H  1.4135  0.2596  -1.0034
H  0.3276  0.3595  -2.5559
H  -0.5968  2.3770  -1.9327
H  -1.0806  1.7188  -0.2013
H  0.7699  3.7501  -0.4787
H  1.8290  2.3199  -0.5829
H  0.6220  2.9131  0.7946
H  -1.8817  -2.1559  -0.1907
H  -1.4510  -2.8780  1.1860

Results of the Löwdin charge analysis, in e, for atoms 1 through 8: number 1, C, carries -0.22; number 2, O, carries -0.14; number 3, C, carries -0.39; number 4, C, carries -0.28; number 5, C, carries -0.20; number 6, C, carries -0.24; number 7, C, carries -0.11; number 8, N, carries 0.02

---

iii.
Here is one molecule with the formula C6H15NO from the Open Molecules 2025 dataset. Energies are from ωB97M-V/def2-TZVPD.

Output
lowest unoccupied orbital energy = 0.034 Ha
gap between HOMO and LUMO = 10.53 eV
SMILES = CC(C)(C)CCON
molecular weight = 117.2 g mol⁻¹

Element x y z (Å)
C  0.1736  0.2865  0.8275
C  0.6056  0.0176  -1.7200
C  1.0459  -0.3866  -0.3301
C  0.1553  1.8128  0.7294
C  -1.2538  -0.2543  0.7985
C  0.8375  -0.1063  2.1510
N  -1.3596  -1.2323  -2.3135
O  0.0633  -1.1534  -2.4340
H  -1.5646  -2.1566  -1.9367
H  -1.7187  -1.1994  -3.2673
H  -0.1406  0.8106  -1.7741
H  1.4691  0.3063  -2.3236
H  2.0808  -0.0776  -0.1778
H  0.9909  -1.4687  -0.2087
H  0.8845  -1.1883  2.2571
H  1.1671  2.2088  0.6678
H  -0.3282  2.2373  1.6083
H  -0.4065  2.1539  -0.1366
H  -1.8462  0.1979  1.5928
H  -1.7263  -0.0563  -0.1600
H  -1.2556  -1.3321  0.9503
H  1.8516  0.2854  2.2069
H  0.2750  0.2948  2.9930

Results of the Löwdin charge analysis, in e, for atoms 1 through 8: number 1, C, carries -0.60; number 2, C, carries -0.18; number 3, C, carries -0.12; number 4, C, carries -0.06; number 5, C, carries -0.07; number 6, C, carries -0.07; number 7, N, carries 0.01; number 8, O, carries -0.22

---

i is preferred energetically. Next in line: 0.395 eV higher.

---

i.
Here is one molecule with the formula C6H15NO from the Open Molecules 2025 dataset. Energies are from ωB97M-V/def2-TZVPD.

Output
lowest unoccupied orbital energy = 0.033 Ha
gap between HOMO and LUMO = 9.42 eV
SMILES = CNC(C)(C)CCO
molecular weight = 117.2 g mol⁻¹

Element x y z (Å)
C  0.1410  0.0940  0.1409
C  -2.3275  -0.5742  0.1423
C  -0.7825  -1.0956  0.1118
C  0.0595  0.8947  1.4407
C  0.0272  0.9864  -1.0753
C  2.7214  -0.1095  -0.2611
N  1.4815  -0.7642  0.0933
O  -2.8106  -0.1225  -1.0980
H  -2.6288  -0.7956  -1.7637
H  1.6123  -1.2684  0.9661
H  -2.4994  0.2393  0.8465
H  -2.9209  -1.4335  0.4875
H  -0.6596  -1.7219  0.9945
H  -0.6553  -1.6602  -0.8120
H  -0.2329  0.5437  -2.0357
H  0.0360  0.2368  2.3084
H  0.9196  1.5572  1.5174
H  -0.8377  1.5100  1.4580
H  0.9077  1.5508  -1.3737
H  -0.7218  1.7680  -0.9616
H  2.6422  0.2630  -1.2833
H  2.9927  0.7385  0.3870
H  3.5360  -0.8368  -0.2300

Results of the Löwdin charge analysis, in e, for atoms 1 through 8: number 1, C, carries -0.53; number 2, C, carries -0.24; number 3, C, carries -0.13; number 4, C, carries -0.04; number 5, C, carries -0.05; number 6, C, carries -0.16; number 7, N, carries -0.08; number 8, O, carries -0.08

---

ii.
Here is a 2-piece molecular cluster, C6H15NO overall from the Open Molecules 2025 dataset. Energies are from ωB97M-V/def2-TZVPD.

Output
lowest unoccupied orbital energy = 0.029 Ha
gap between HOMO and LUMO = 9.10 eV
SMILES = C[C@@H]1CCCN1C.O
molecular weight = 117.2 g mol⁻¹

Element x y z (Å)
C  0.6968  -0.7923  2.4466
N  1.0744  -0.0617  1.2460
C  1.0026  1.4107  1.3937
C  -0.2611  1.8943  0.6684
C  -0.8426  0.6673  -0.0718
C  0.2460  -0.4270  0.0811
C  1.1603  -0.5227  -1.1462
H  0.9248  -0.2159  3.3380
H  -0.3735  -1.0481  2.5225
H  1.2767  -1.7190  2.5234
H  1.8901  1.8507  0.9257
H  1.0071  1.6325  2.4544
H  -0.9909  2.2717  1.3803
H  -0.0432  2.7298  0.0124
H  -1.0431  0.8318  -1.1286
H  -1.7168  0.3506  0.4945
H  -0.1921  -1.3914  0.3037
H  1.9859  0.1709  -1.0137
H  1.6288  -1.5051  -1.2498
H  0.7205  -0.3187  -2.1195
H  -2.7391  -0.8580  -3.7348
H  -1.6180  -1.8777  -3.9677
O  -2.4862  -1.7689  -3.5724

Results of the Löwdin charge analysis, in e, for atoms 1 through 8: number 1, C, carries -0.10; number 2, N, carries -0.19; number 3, C, carries -0.17; number 4, C, carries -0.16; number 5, C, carries -0.13; number 6, C, carries -0.36; number 7, C, carries -0.05; number 8, H, carries 0.07

---

ii is preferred energetically. Next in line: 0.388 eV higher.

---

i.
Here is one molecule with the formula C6H15NO from the Open Molecules 2025 dataset. Energies are from ωB97M-V/def2-TZVPD.

Output
lowest unoccupied orbital energy = 0.035 Ha
gap between HOMO and LUMO = 9.44 eV
SMILES = CC(C)CNCCO
molecular weight = 117.2 g mol⁻¹

Element x y z (Å)
C  -0.3247  0.9686  -1.8384
C  -0.6364  0.4044  -3.2363
O  -2.0461  0.5072  -3.4224
N  0.2518  -0.0254  -0.9030
C  -0.2071  0.0358  0.5166
C  0.8379  -0.5191  1.4776
C  1.0601  0.5097  2.6223
C  0.2765  -1.8585  2.1355
H  -1.0658  1.5966  -1.4853
H  0.5513  1.7022  -2.0025
H  -0.3410  -0.5726  -3.5415
H  -0.2618  1.1690  -3.9735
H  -2.5157  0.8803  -2.6528
H  0.2559  -1.0151  -1.2731
H  -1.2831  -0.1253  0.6424
H  -0.3085  1.1547  0.5514
H  1.8519  -0.6290  1.0404
H  0.2447  0.4994  3.3617
H  1.1641  1.5051  2.1088
H  1.9404  0.2483  3.1060
H  0.6438  -2.0522  3.0966
H  0.6186  -2.6503  1.5458
H  -0.7068  -1.7338  2.1236

Results of the Löwdin charge analysis, in e, for atoms 1 through 8: number 1, C, carries -0.21; number 2, C, carries -0.23; number 3, O, carries -0.11; number 4, N, carries -0.09; number 5, C, carries -0.23; number 6, C, carries -0.36; number 7, C, carries -0.09; number 8, C, carries -0.04

---

ii.
Here is one molecule with the formula C6H15NO from the Open Molecules 2025 dataset. Energies are from ωB97M-V/def2-TZVPD.

Output
lowest unoccupied orbital energy = 0.039 Ha
gap between HOMO and LUMO = 9.36 eV
SMILES = CCN(CC)CCO
molecular weight = 117.2 g mol⁻¹

Element x y z (Å)
C  0.0555  1.5559  1.9210
C  -0.8045  0.6187  1.0575
N  0.0314  -0.1771  0.1732
C  0.2066  -1.5402  0.6662
C  1.1348  -2.4239  -0.1655
C  -0.1658  -0.1208  -1.2822
C  -0.7429  1.1583  -1.8206
O  0.1034  2.2919  -1.5322
H  0.9182  0.9831  2.2536
H  0.4412  2.3215  1.2436
H  -0.5909  2.0862  2.6220
H  -1.4707  -0.0110  1.6561
H  -1.4571  1.2886  0.4927
H  -0.7845  -2.0301  0.6859
H  0.5868  -1.4453  1.6683
H  2.0188  -1.8525  -0.4632
H  0.6449  -2.8758  -1.0214
H  1.4907  -3.1787  0.5323
H  0.8293  -0.2627  -1.7058
H  -0.8534  -0.9099  -1.5912
H  -1.7120  1.4282  -1.4036
H  -0.7706  1.1125  -2.9095
H  0.8908  1.9831  -1.0772

Results of the Löwdin charge analysis, in e, for atoms 1 through 8: number 1, C, carries -0.07; number 2, C, carries -0.26; number 3, N, carries -0.20; number 4, C, carries -0.26; number 5, C, carries -0.09; number 6, C, carries -0.19; number 7, C, carries -0.23; number 8, O, carries -0.08

---

iii.
Here is a 2-piece molecular cluster, C6H15NO overall from the Open Molecules 2025 dataset. Energies are from ωB97M-V/def2-TZVPD.

Output
lowest unoccupied orbital energy = 0.028 Ha
gap between HOMO and LUMO = 10.49 eV
SMILES = CCC(N)=O.CCC
molecular weight = 117.2 g mol⁻¹

Element x y z (Å)
C  1.0456  1.4982  0.0214
C  0.5958  2.9356  0.3271
C  2.5385  1.4711  -0.4623
H  1.0081  0.9353  0.9238
H  0.2137  1.0393  -0.5526
H  0.2828  3.4433  -0.6021
H  3.1854  2.0501  0.1551
H  1.3936  3.4333  0.6852
H  -0.1617  2.9703  1.0367
H  2.8253  0.4799  -0.4461
H  2.3217  1.8839  -1.5260
C  -0.5972  -1.5903  0.0455
C  -0.1932  -3.0336  0.1189
C  -2.1205  -1.6868  -0.1444
O  -2.6782  -2.6678  -0.6943
N  -2.8334  -0.5655  0.2453
H  -0.4899  -1.1760  1.0716
H  -0.1498  -1.1019  -0.8320
H  -0.4009  -3.4827  -0.8168
H  -3.7689  -0.3334  0.1607
H  -2.1961  0.0780  0.1862
H  -0.7557  -3.6700  0.8075
H  0.9349  -2.9103  0.2916

Results of the Löwdin charge analysis, in e, for atoms 1 through 8: number 1, C, carries -0.32; number 2, C, carries -0.11; number 3, C, carries -0.08; number 4, H, carries 0.07; number 5, H, carries 0.08; number 6, H, carries 0.09; number 7, H, carries 0.06; number 8, H, carries 0.02

---

iv.
Here is a 2-piece molecular cluster, C6H15NO overall from the Open Molecules 2025 dataset. Energies are from ωB97M-V/def2-TZVPD.

Output
lowest unoccupied orbital energy = 0.033 Ha
gap between HOMO and LUMO = 8.12 eV
SMILES = CCC(=CN)CC.O
molecular weight = 117.2 g mol⁻¹

Element x y z (Å)
C  2.2533  0.2144  0.1797
C  1.2483  1.2414  -0.3484
C  -0.1131  1.0235  0.1464
C  -1.1917  0.9461  -0.7217
N  -1.2180  1.1790  -2.0479
C  -0.3185  0.7917  1.5846
C  -1.3168  -0.3174  1.9513
H  2.0973  -0.7373  -0.3646
H  3.2873  0.4257  -0.0306
H  2.1376  0.0384  1.2576
H  1.6514  2.2638  -0.2035
H  1.2593  1.3995  -1.5264
H  -2.2202  0.6383  -0.3927
H  -2.1593  1.3288  -2.4985
H  -0.5067  1.6472  -2.5111
H  0.6957  0.5547  2.0999
H  -0.6308  1.7218  2.0713
H  -1.1523  -1.3288  1.3683
H  -2.2261  -0.0955  1.4582
H  -1.3754  -0.5480  2.9890
H  0.4462  -3.7275  -1.8598
H  -0.6485  -4.6047  -1.4567
O  0.0013  -4.0552  -1.1444

Results of the Löwdin charge analysis, in e, for atoms 1 through 8: number 1, C, carries -0.10; number 2, C, carries -0.24; number 3, C, carries -0.30; number 4, C, carries -0.17; number 5, N, carries 0.04; number 6, C, carries -0.25; number 7, C, carries -0.11; number 8, H, carries 0.08

---

ii is preferred energetically. Next in line: 0.460 eV higher.